{"formula": "C12H25BClIN2O4P", "method": "the ωB97M-V functional and the def2-TZVPD basis", "orbital_gap_ev": 6.766, "charge": -1, "e_homo_ev": -4.19, "e_tot_ha": -2006.84230, "elements": ["I", "Cl", "P", "O", "O", "O", "O", "N", "N", "C", "C", "C", "C", "C", "C", "C", "C", "C", "C", "C", "C", "B", "H", "H", "H", "H", "H", "H", "H", "H", "H", "H", "H", "H", "H", "H", "H", "H", "H", "H", "H", "H", "H", "H", "H", "H", "H"], "coordinates": [[-3.099, 1.256, 0.203], [2.474, 0.107, 0.178], [0.383, -0.698, 0.723], [-0.239, -0.631, 3.626], [-1.732, 0.166, -4.740], [-3.026, -0.370, 2.623], [-0.414, 1.992, -4.667], [1.850, 0.546, 3.146], [2.029, -3.374, 2.944], [1.270, 1.717, 3.801], [-1.422, -1.345, 1.109], [-0.231, 0.211, -1.965], [-1.434, 2.690, -5.372], [0.263, 0.104, -3.421], [-2.550, 3.160, -4.457], [-0.722, 0.720, -4.350], [1.113, -2.530, 0.864], [2.715, -0.170, 4.064], [-2.451, -0.342, 1.548], [1.033, -3.154, 2.183], [0.195, -1.010, -1.171], [0.697, -0.266, 2.653], [-3.460, 2.604, -4.616], [-1.846, -1.846, 0.246], [0.906, 1.496, 4.808], [-0.946, 3.549, -5.806], [0.418, 2.089, 3.243], [1.217, 0.605, -3.539], [0.409, -0.926, -3.703], [1.709, -3.804, 3.808], [3.373, 0.552, 4.540], [-2.260, 3.092, -3.420], [2.188, -0.692, 4.871], [3.346, -0.844, 3.505], [0.174, 1.104, -1.514], [-1.433, -2.058, 1.919], [-1.312, 0.219, -2.000], [2.133, -2.579, 0.521], [-0.117, 0.671, 0.551], [1.185, -1.263, -1.524], [0.120, -1.287, 4.221], [-1.828, 2.103, -6.187], [-0.436, -1.864, -1.400], [0.522, -3.152, 0.194], [1.994, 2.523, 3.849], [0.034, -3.440, 2.519], [-2.775, 4.196, -4.675]], "mulliken_charge": [-0.09, -0.45, 0.83, -0.51, -0.63, -0.54, -0.39, -0.13, -0.64, -1.25, -0.89, -0.02, -0.28, -0.73, -1.00, 0.54, -1.15, -1.09, 0.06, -0.10, -1.90, 0.82, 0.30, 0.65, 0.34, 0.36, 0.34, 0.30, 0.50, 0.27, 0.35, 0.25, 0.30, 0.27, 0.33, 0.23, 0.09, 0.43, -0.13, 0.69, 0.24, 0.28, 0.65, 0.46, 0.34, 0.39, 0.35]}